23
Properties=species:S:1:pos:R:3:mulliken_charge:R:1 method="wB97M-V/def2-TZVPD" charge=-1 spin_multiplicity=2 e_above_lowest_ev=1.031 total_energy_ev=-10000.8793
C 1.561 -0.440 0.437 -1.65
C 1.189 0.824 -0.326 -0.90
C -0.302 0.794 -0.666 1.51
C -1.136 1.255 0.272 -0.35
C -2.627 1.408 0.142 -1.07
C -0.697 0.137 -1.943 -2.74
N 2.868 -0.946 0.007 -0.22
H 1.514 -0.316 1.518 0.44
H 0.862 -1.244 0.208 -0.36
H 1.761 1.037 -1.230 0.26
H 1.378 1.726 0.266 0.45
H -0.691 1.623 1.188 0.03
H -2.856 2.428 0.471 0.38
H -3.022 1.258 -0.858 0.36
H -3.173 0.750 0.824 0.28
H -0.287 -0.857 -2.097 0.53
H -1.782 0.049 -2.024 0.37
H -0.445 0.760 -2.811 0.52
H 2.832 -1.367 -0.909 0.52
H 3.342 -1.555 0.661 0.59
H -0.014 -2.317 2.182 0.58
H -0.782 -1.454 1.131 0.11
O -0.865 -2.191 1.737 -0.64